Entry 1:
Molecular formula: C40H50AlClNO2Se
Method: DFT, the ωB97M-V functional and the def2-TZVPD basis

```
96
Properties=species:S:1:pos:R:3:forces:R:3
Al -0.363 0.373 -0.473 0.3 -0.2 0.2
C -3.000 -1.721 6.631 0.0 -0.1 0.0
C -3.070 -0.233 6.258 0.0 0.0 0.0
C -2.050 0.542 7.106 0.0 0.0 0.0
C -4.468 0.281 6.600 -0.1 0.0 0.0
C -2.739 -0.057 4.776 0.0 0.0 0.0
C -1.494 -0.445 4.297 0.0 0.0 -0.1
C -1.143 -0.289 2.965 -0.2 0.1 0.0
Se 0.656 -0.756 2.482 0.0 0.0 0.0
C 1.332 1.026 2.661 0.1 0.1 0.0
C 1.823 1.459 3.875 0.0 0.1 0.0
C 2.247 2.777 4.053 -0.1 -0.1 0.0
C 2.144 3.614 2.952 0.0 0.0 -0.1
C 1.657 3.223 1.698 0.0 0.2 0.2
C 1.240 1.887 1.540 -0.2 -0.2 -0.1
O 0.798 1.431 0.393 0.1 0.1 -0.1
C 1.586 4.310 0.605 0.0 -0.1 0.0
C 2.994 4.878 0.363 0.1 0.0 0.0
C 0.661 5.445 1.080 0.0 0.0 0.0
C 1.056 3.838 -0.753 0.0 0.0 -0.1
C 2.755 3.237 5.422 0.0 -0.1 -0.1
C 3.972 2.396 5.835 0.0 0.0 0.0
C 3.164 4.710 5.417 0.1 0.1 0.0
C 1.645 3.053 6.468 -0.1 0.0 0.1
C -2.035 0.284 2.020 0.2 -0.3 0.1
O -1.721 0.428 0.755 -0.1 0.4 0.0
C -3.310 0.683 2.499 -0.1 0.0 0.2
C -3.613 0.501 3.849 -0.1 0.0 -0.1
C -4.310 1.350 1.547 0.1 0.0 0.0
C -5.661 1.642 2.206 0.0 0.0 0.1
C -3.725 2.698 1.091 0.0 0.0 0.0
C -4.592 0.426 0.355 -0.1 -0.1 -0.1
H -3.222 -1.864 7.695 0.0 0.0 -0.1
H -2.006 -2.132 6.434 -0.1 0.0 0.0
H -3.720 -2.299 6.045 0.0 0.0 0.0
H -2.284 0.449 8.173 0.0 0.0 -0.1
H -2.054 1.602 6.840 0.0 -0.1 0.0
H -1.035 0.165 6.950 -0.1 0.0 0.0
H -4.659 0.136 7.668 0.0 0.0 -0.1
H -5.244 -0.255 6.045 0.1 0.0 0.0
H -4.571 1.349 6.382 0.0 -0.1 0.0
H -0.755 -0.873 4.966 0.0 0.0 0.0
H 1.854 0.749 4.696 0.0 0.0 0.0
H 2.449 4.648 3.065 0.0 0.0 0.0
H 3.424 5.333 1.259 0.0 0.0 0.0
H 2.956 5.645 -0.419 0.0 0.0 0.1
H 3.671 4.085 0.031 0.0 0.1 0.0
H 1.023 5.915 1.998 0.0 0.0 0.0
H -0.344 5.060 1.273 0.1 0.0 0.0
H 0.588 6.220 0.308 0.0 -0.1 0.0
H 1.672 3.046 -1.182 -0.1 0.1 0.0
H 1.072 4.697 -1.434 0.0 0.0 0.0
H 0.033 3.462 -0.701 0.1 0.1 0.0
H 4.774 2.493 5.097 0.0 0.0 0.1
H 3.716 1.336 5.911 0.0 0.1 0.0
H 4.355 2.722 6.809 0.0 0.0 -0.1
H 3.976 4.901 4.709 -0.1 0.0 0.0
H 3.512 4.997 6.414 0.0 0.0 0.0
H 2.324 5.361 5.155 0.0 -0.1 0.0
H 1.334 2.007 6.538 0.0 0.1 0.0
H 0.764 3.643 6.199 0.1 0.0 0.0
H 1.990 3.374 7.459 0.0 0.0 -0.1
H -4.588 0.817 4.193 0.0 0.0 0.0
H -5.582 2.378 3.012 0.0 -0.1 0.0
H -6.121 0.735 2.610 0.0 0.1 0.0
H -6.337 2.053 1.449 0.0 0.0 0.1
H -3.610 3.355 1.958 0.0 0.0 -0.1
H -4.391 3.190 0.371 0.1 -0.1 0.1
H -2.744 2.573 0.632 0.0 0.0 0.0
H -5.089 -0.484 0.709 0.0 0.0 0.0
H -3.682 0.134 -0.164 -0.1 0.0 0.1
H -5.263 0.923 -0.356 0.0 0.0 0.0
C 3.446 -0.444 -2.639 0.0 0.0 0.0
C 3.014 -0.400 -3.956 0.0 0.0 0.0
C 1.723 0.009 -4.246 0.0 0.0 -0.1
C 0.880 0.377 -3.202 -0.3 0.1 0.4
N 1.299 0.293 -1.932 0.1 0.0 -0.1
C 2.541 -0.101 -1.651 -0.3 0.1 -0.1
C -0.514 0.911 -3.341 0.3 -0.1 0.0
C -1.011 1.251 -4.597 -0.1 0.0 0.0
C -2.281 1.796 -4.719 0.0 0.0 0.1
C -3.038 2.006 -3.573 0.1 -0.1 0.0
C -2.529 1.654 -2.326 0.0 0.0 0.0
C -1.259 1.092 -2.156 0.2 0.1 -0.1
H 4.448 -0.758 -2.376 0.0 0.0 0.0
H 3.682 -0.686 -4.760 0.0 0.0 0.0
H 1.373 0.039 -5.269 0.0 0.0 0.0
H 2.796 -0.137 -0.597 0.0 0.0 -0.1
H -0.411 1.106 -5.488 0.0 0.0 0.0
H -2.669 2.062 -5.695 0.0 0.0 0.0
H -4.029 2.440 -3.649 0.0 0.0 0.0
H -3.157 1.826 -1.458 0.1 0.0 0.0
Cl 1.049 -2.688 -0.786 -0.2 0.1 0.0
C -0.459 -1.641 -0.690 0.1 -0.1 -0.1
H -1.032 -2.050 0.138 0.0 -0.1 0.1
H -1.010 -1.864 -1.608 0.0 -0.1 0.0
```
Positions in Å, forces in eV/Å.

Net charge: -1
Energy above the lowest of the compared OMol25 structures with the same formula, charge and spin in kJ/mol: 10.6
HOMO energy in Eh: -0.1725
Orbital gap in eV: 7.209

=====

Entry 2:
Molecular formula: C53H49N9O14S
Method: DFT, the ωB97M-V functional and the def2-TZVPD basis

```
126
Properties=species:S:1:pos:R:3:forces:R:3
O -1.477 2.501 -2.596 -0.4 -0.1 -0.4
N -2.421 2.279 -3.345 -0.3 0.1 0.5
O -3.582 2.171 -2.979 0.7 0.0 -0.1
C -2.136 2.129 -4.773 0.2 -0.1 -0.9
C -0.819 2.209 -5.224 0.1 0.0 0.0
C -0.550 2.042 -6.578 -0.2 0.0 0.1
C -1.591 1.802 -7.471 -0.1 0.0 0.0
C -2.905 1.733 -7.016 0.3 0.0 0.1
C -3.183 1.896 -5.663 -0.1 -0.1 0.1
H 0.002 2.395 -4.538 -0.2 0.0 0.1
H 0.472 2.095 -6.938 -0.1 0.0 0.1
H -1.377 1.666 -8.527 0.0 0.0 0.1
H -3.712 1.549 -7.717 0.1 0.0 0.1
H -4.210 1.838 -5.322 0.3 0.1 0.1
O -1.720 -4.207 2.396 0.2 -0.3 0.5
N -1.269 -4.929 3.277 -0.6 -0.1 -0.1
O -1.930 -5.733 3.918 0.4 0.4 -0.4
C 0.159 -4.817 3.587 0.8 0.1 0.2
C 0.939 -3.885 2.904 0.0 0.0 -0.1
C 2.289 -3.765 3.217 -0.1 -0.3 0.2
C 2.851 -4.573 4.202 0.0 0.1 0.0
C 2.069 -5.510 4.873 -0.1 0.2 -0.2
C 0.717 -5.635 4.568 0.0 -0.1 0.1
H 0.514 -3.250 2.135 -0.1 -0.3 0.1
H 2.903 -3.038 2.696 -0.2 0.0 0.0
H 3.906 -4.472 4.448 -0.6 0.0 -0.1
H 2.513 -6.139 5.637 -0.1 0.1 -0.1
H 0.118 -6.366 5.101 -0.1 0.2 -0.2
O -5.472 3.327 3.060 -0.3 0.6 0.0
N -5.953 4.450 2.988 0.5 -0.1 0.5
O -5.652 5.380 3.722 -0.2 -0.5 -0.4
C -6.962 4.695 1.954 -0.6 0.1 -0.6
C -7.360 3.651 1.121 0.0 -0.1 0.0
C -8.335 3.882 0.156 0.1 0.2 0.1
C -8.901 5.147 0.026 0.0 0.0 0.0
C -8.492 6.188 0.855 0.1 -0.3 0.0
C -7.519 5.965 1.824 0.0 0.1 0.0
H -6.927 2.661 1.211 0.1 0.2 0.1
H -8.657 3.074 -0.494 0.1 0.1 0.1
H -9.667 5.322 -0.724 0.1 0.0 0.1
H -8.935 7.173 0.747 0.1 -0.1 0.0
H -7.212 6.784 2.465 0.1 -0.3 0.0
O 7.808 -4.630 5.282 -0.7 0.1 -0.6
N 6.861 -4.842 4.535 0.0 0.1 0.4
O 5.699 -4.942 4.905 1.1 -0.1 0.0
C 7.138 -4.990 3.105 0.2 -0.1 -0.8
C 8.454 -4.920 2.648 0.1 0.0 0.1
C 8.714 -5.085 1.291 -0.3 0.0 0.1
C 7.666 -5.313 0.403 0.0 0.0 0.0
C 6.354 -5.372 0.864 0.2 0.0 0.1
C 6.084 -5.211 2.219 -0.1 0.0 0.0
H 9.279 -4.743 3.329 -0.3 0.0 0.0
H 9.734 -5.039 0.926 -0.1 0.0 0.1
H 7.874 -5.447 -0.654 0.0 0.0 0.1
H 5.541 -5.547 0.167 0.1 0.0 0.1
H 5.057 -5.262 2.566 0.2 0.0 0.1
O -4.941 4.894 -7.562 -0.4 -0.6 0.1
N -5.701 3.941 -7.466 0.4 0.3 0.4
O -5.741 3.182 -6.506 -0.1 0.4 -0.5
C -6.622 3.688 -8.576 -0.5 -0.2 -0.7
C -6.582 4.506 -9.704 0.1 0.1 0.0
C -7.443 4.247 -10.766 0.0 -0.2 0.2
C -8.336 3.182 -10.695 0.0 0.0 0.0
C -8.379 2.375 -9.562 0.2 0.2 -0.1
C -7.520 2.624 -8.496 0.0 -0.1 0.1
H -5.891 5.340 -9.771 0.0 -0.2 0.2
H -7.415 4.874 -11.651 0.0 -0.1 0.1
H -9.003 2.980 -11.528 0.1 0.0 0.1
H -9.079 1.547 -9.512 0.1 0.1 0.0
H -7.561 1.985 -7.621 0.2 0.2 -0.1
O 9.756 -9.503 11.255 -0.5 0.4 -0.1
N 8.837 -8.708 11.109 0.0 -0.4 0.6
O 7.941 -8.530 11.923 0.5 -0.1 -0.4
C 8.805 -7.920 9.875 0.0 0.4 -0.7
C 9.788 -8.119 8.906 0.1 -0.1 0.0
C 9.740 -7.385 7.725 -0.2 0.0 0.3
C 8.721 -6.458 7.520 0.1 -0.1 -0.1
C 7.749 -6.256 8.496 0.2 -0.2 0.0
C 7.787 -6.988 9.679 -0.1 0.0 0.0
H 10.587 -8.838 9.053 -0.2 0.1 0.2
H 10.496 -7.537 6.961 -0.1 0.0 0.1
H 8.683 -5.891 6.595 0.0 -0.2 0.3
H 6.959 -5.531 8.332 0.1 -0.1 0.0
H 7.022 -6.823 10.430 0.2 -0.2 0.0
O 2.120 8.880 -3.761 -0.5 -0.5 0.1
N 1.221 8.069 -3.579 -0.1 0.6 -0.4
O 0.081 8.193 -4.005 0.6 -0.1 0.2
C 1.530 6.873 -2.792 0.2 -0.7 0.5
C 2.808 6.713 -2.257 0.1 0.1 0.0
C 3.090 5.586 -1.490 -0.3 0.0 -0.1
C 2.104 4.630 -1.267 0.0 0.0 0.0
C 0.833 4.790 -1.813 0.2 0.1 0.0
C 0.541 5.914 -2.578 -0.1 0.0 0.0
H 3.585 7.451 -2.423 -0.3 0.0 -0.1
H 4.079 5.455 -1.063 -0.1 0.1 -0.1
H 2.326 3.754 -0.664 0.0 0.1 -0.1
H 0.069 4.040 -1.638 0.1 0.1 -0.1
H -0.454 6.029 -2.995 0.2 0.2 0.0
C -1.738 3.358 2.362 -0.5 0.6 -0.8
C -2.629 2.828 1.112 1.3 -0.1 -0.1
C -2.075 1.396 0.613 0.0 0.5 0.1
C -2.907 0.129 1.147 0.6 -0.7 0.1
C -2.708 -1.210 0.219 0.8 1.1 0.6
C -1.187 -1.156 -0.314 2.2 -0.7 0.6
C -0.986 -1.013 -1.867 4.6 0.1 1.0
C 0.449 -0.929 -2.440 -2.3 -0.3 3.6
C 1.624 -0.979 -1.382 2.2 -0.1 1.9
N 3.051 -0.889 -1.587 -2.8 -0.2 2.1
S 3.874 -0.973 -0.071 -3.4 -0.2 -1.4
N 2.593 -1.169 1.048 -2.1 0.5 -5.2
C 1.441 -1.141 0.181 -1.8 0.0 0.7
C -0.031 -1.244 0.714 -1.3 0.5 -4.2
H -2.164 4.393 2.655 0.8 -1.8 -0.1
H -0.646 3.536 2.015 -1.8 -0.4 0.5
H -1.735 2.622 3.235 -0.1 1.1 -1.1
H -2.424 3.578 0.251 -0.7 -1.2 1.4
H -3.746 2.776 1.338 1.6 0.2 -0.2
H -1.998 1.457 -0.546 -0.2 -0.5 2.1
H -1.011 1.294 1.062 -1.6 0.2 -1.1
H -2.440 -0.155 2.170 -1.1 0.6 -1.5
H -4.038 0.314 1.255 1.8 -0.1 -0.1
H -3.474 -1.156 -0.631 1.4 -0.3 1.0
H -2.910 -2.139 0.880 0.5 1.4 -1.3
H -1.898 -0.960 -2.563 1.6 -0.1 1.3
H 0.655 -0.823 -3.555 -0.2 -0.2 1.9
H -0.321 -1.345 1.810 0.7 0.2 -1.7
```
Positions in Å, forces in eV/Å.

Net charge: 0
Structure (SMILES): O=[N+]([O-])c1ccccc1.O=[N+]([O-])c1ccccc1.O=[N+]([O-])c1ccccc1.O=[N+]([O-])c1ccccc1.O=[N+]([O-])c1ccccc1.O=[N+]([O-])c1ccccc1.O=[N+]([O-])c1ccccc1.CCCCCc1ccc2nsnc2c1
HOMO energy in Eh: -0.3117
Orbital gap in eV: 7.235

=====

Entry 3:
Molecular formula: C4H2OS
Method: DFT, the ωB97M-V functional and the def2-TZVPD basis

```
8
Properties=species:S:1:pos:R:3:forces:R:3
C -1.747 1.445 0.602 0.5 -0.1 -0.2
C -0.874 1.199 -0.186 -0.2 0.1 -0.2
S 0.286 0.870 -1.366 0.4 -1.0 1.2
C 0.947 -0.707 -0.711 -0.2 0.9 -1.3
C 1.158 -1.266 0.450 0.2 -0.9 1.2
O 1.368 -1.920 1.401 -0.4 1.2 -1.1
H -2.440 1.677 1.356 -0.4 0.1 0.3
H 1.302 -1.297 -1.546 0.1 -0.3 0.1
```
Positions in Å, forces in eV/Å.

Net charge: 0
Energy above the lowest of the compared OMol25 structures with the same formula, charge and spin in kJ/mol: 28.1
Structure (SMILES): C#CSC=C=O
HOMO energy in Eh: -0.3158
Orbital gap in eV: 8.609

=====

Entry 4:
Molecular formula: C9H9F3I2LuO7S
Method: DFT, the ωB97M-V functional and the def2-TZVPD basis

```
32
Properties=species:S:1:pos:R:3:forces:R:3
C -3.449 0.126 1.986 -0.4 1.4 -0.2
C -2.669 0.823 0.682 0.2 -0.7 1.7
I -4.092 2.245 -0.284 1.0 -0.9 0.5
C -2.125 -0.316 -0.365 -0.5 1.2 0.2
C -0.468 -0.498 -0.352 -1.1 -0.4 -0.4
C 0.001 -0.610 1.215 0.4 -1.4 0.5
C 1.510 -1.254 1.431 1.9 -2.3 0.3
O 1.931 -2.407 0.901 -0.4 6.6 1.5
O 2.435 -0.498 2.329 -4.3 -2.0 -2.0
O -0.281 -1.756 -1.129 0.4 1.3 -2.5
C -0.313 -1.465 -2.599 -0.2 -4.7 -3.2
O -0.368 -2.385 -3.599 0.5 7.7 8.1
O -0.209 0.016 -2.690 1.6 -2.3 1.9
C 0.287 0.537 -1.374 -4.2 -0.9 -1.0
I -0.287 2.646 -1.450 0.6 -1.1 0.3
S 2.141 0.446 -1.622 0.8 3.5 -8.5
O 2.731 -0.984 -1.664 1.8 -0.5 1.8
O 2.421 1.071 -3.045 -1.0 -2.5 6.6
C 3.137 1.510 -0.410 0.5 5.4 1.9
F 4.276 0.654 0.085 -2.3 1.2 -1.3
F 2.341 2.028 0.727 3.3 -2.5 -4.2
F 3.631 2.717 -1.160 -1.6 -5.5 3.3
H -2.706 -0.420 2.714 -1.4 0.8 -1.6
H -4.359 -0.538 1.640 2.1 1.2 0.7
H -3.913 1.034 2.587 1.0 -2.0 -1.1
H -1.825 1.517 1.133 -1.6 -1.4 -1.2
H -2.504 0.012 -1.447 1.1 -1.1 2.2
H -2.600 -1.354 -0.025 1.3 2.1 -1.0
H -0.747 -1.383 1.734 1.6 1.5 -1.2
H -0.098 0.384 1.833 0.3 -1.8 -1.6
H 1.804 -0.018 2.973 1.5 -0.6 -1.1
Lu 4.362 -1.880 -0.753 -2.7 0.8 0.7
```
Positions in Å, forces in eV/Å.

Net charge: +3
HOMO energy in Eh: -0.6101
Orbital gap in eV: 1.751

=====

Question: Look up the orbital gap of the first one.
Answer: 7.209 eV

=====

Question: Among the records above, which one has the highest HOMO energy?
Answer: C40H50AlClNO2Se

=====

Question: The highest orbital gap belongs to which entry?
Answer: C4H2OS